101
Properties=species:S:1:pos:R:3:mulliken_charge:R:1 method="wB97M-V/def2-TZVPD" energy_ha=-5136.8123 e_homo_ev=-4.0628 orbital_gap_ev=5.35 total_charge=-1 spin_multiplicity=1
C -4.193 3.039 -7.309 -0.69
N -5.374 2.381 -6.770 -0.15
C -6.644 2.748 -7.424 -0.89
C -7.628 3.473 -6.496 0.35
N -7.435 4.922 -6.407 -0.53
Br -7.613 5.851 -8.014 -0.12
C -9.074 3.047 -6.837 0.18
O -9.694 2.457 -5.914 -0.77
O -9.503 3.295 -7.987 -0.71
H -3.598 2.323 -7.883 0.17
H -4.415 3.876 -7.973 0.37
H -3.539 3.397 -6.519 0.13
H -5.437 2.496 -5.771 0.23
H -7.132 1.818 -7.715 0.36
H -6.462 3.278 -8.353 0.30
H -7.439 3.095 -5.493 0.49
H -6.565 5.158 -5.952 0.30
O -3.178 2.384 -3.523 -0.62
C -2.497 1.559 -4.067 0.43
O -2.572 1.312 -5.391 -0.20
C -1.721 0.203 -5.728 -0.50
C -0.691 0.140 -4.606 -0.64
C -1.492 0.645 -3.410 -0.01
H -2.335 -0.698 -5.784 0.27
H -1.270 0.382 -6.701 0.36
H -0.262 -0.851 -4.467 0.34
H 0.126 0.832 -4.817 0.26
H -2.026 -0.160 -2.903 0.34
H -0.872 1.200 -2.699 -0.01
O 0.485 0.805 -1.351 -0.60
C 0.752 1.263 -0.274 0.41
O 1.700 0.745 0.531 -0.39
C 1.710 1.445 1.796 0.09
C 1.069 2.794 1.503 -0.73
C 0.079 2.444 0.397 -0.09
H 1.142 0.862 2.517 -0.08
H 2.731 1.533 2.148 0.31
H 0.614 3.250 2.380 0.35
H 1.819 3.486 1.116 0.29
H -0.883 2.117 0.795 0.30
H -0.065 3.260 -0.307 0.09
O 3.106 -0.226 3.868 -0.58
C 2.599 -0.061 4.939 0.67
O 1.474 0.680 5.113 -0.35
C 1.164 0.783 6.517 -0.58
C 1.865 -0.404 7.160 -0.13
C 3.089 -0.577 6.273 -0.51
H 1.539 1.741 6.886 0.29
H 0.085 0.757 6.648 0.36
H 2.100 -0.247 8.212 0.39
H 1.237 -1.289 7.084 -0.09
H 3.925 0.042 6.607 0.38
H 3.392 -1.616 6.196 0.21
O 1.528 -3.373 6.001 -0.58
C 0.444 -3.789 5.694 0.48
O -0.278 -4.593 6.504 -0.38
C -1.476 -5.021 5.828 -0.49
C -1.717 -3.979 4.747 -0.65
C -0.291 -3.557 4.394 0.26
H -1.301 -6.016 5.414 0.27
H -2.291 -5.077 6.546 0.36
H -2.289 -4.359 3.903 0.34
H -2.261 -3.130 5.166 0.29
H 0.148 -4.193 3.627 0.02
H -0.236 -2.513 4.094 0.18
O 1.141 -6.450 1.382 -0.62
C 1.963 -5.600 1.568 0.43
O 1.739 -4.535 2.377 -0.30
C 2.863 -3.627 2.322 -0.18
C 4.033 -4.478 1.850 -0.13
C 3.343 -5.499 0.951 -0.57
H 2.622 -2.821 1.626 0.14
H 3.028 -3.200 3.309 0.09
H 4.805 -3.902 1.354 0.33
H 4.485 -4.987 2.695 0.08
H 3.241 -5.141 -0.075 0.29
H 3.842 -6.464 0.966 0.30
O -0.572 5.675 -1.237 -0.62
C -1.624 6.053 -1.669 0.46
O -2.442 6.882 -0.977 -0.37
C -3.675 7.070 -1.698 -0.44
C -3.346 6.741 -3.146 -0.44
C -2.265 5.676 -2.988 -0.13
H -4.425 6.395 -1.280 0.26
H -4.013 8.095 -1.567 0.33
H -4.211 6.415 -3.720 0.24
H -2.928 7.620 -3.641 0.27
H -2.689 4.673 -2.899 0.06
H -1.537 5.705 -3.794 0.38
O 6.337 -6.472 2.758 -0.54
C 7.200 -5.651 2.675 0.54
O 6.994 -4.397 2.187 -0.27
C 8.249 -3.694 2.114 -0.49
C 9.166 -4.395 3.104 -0.49
C 8.661 -5.833 3.037 -0.53
H 8.620 -3.757 1.088 0.28
H 8.086 -2.649 2.365 0.33
H 10.221 -4.283 2.866 0.33
H 9.003 -3.996 4.106 0.27
H 9.148 -6.401 2.243 0.27
H 8.760 -6.353 3.985 0.30

96
Properties=species:S:1:pos:R:3:mulliken_charge:R:1 method="wB97M-V/def2-TZVPD" energy_ha=-3685.9439 e_homo_ev=-8.3302 smiles="C=C[C@@]1(CC(=O)F)[C@](C[C@H](C)OCc2ccccc2)(/C(Cl)=C(/C)Cl)C(=O)N[C@]1(OCCNC[C@@H](C)O)P(O)Cl.CCN(CC)CC" orbital_gap_ev=7.95 spin_multiplicity=1
C -3.018 -4.929 0.507 -0.95
C -1.640 -4.399 0.199 -0.50
C -1.005 -4.120 -1.312 1.54
C -0.660 -5.659 -1.738 -0.15
C -0.563 -6.816 -0.630 0.18
O -1.245 -7.968 -0.906 -0.55
F 0.195 -6.880 0.640 -0.26
C -1.902 -3.175 -2.380 1.52
C -3.524 -3.315 -2.405 -0.94
C -4.402 -2.157 -1.671 0.70
C -4.088 -1.857 -0.098 -0.59
O -5.822 -2.645 -1.717 -0.44
C -6.734 -1.587 -2.165 -0.45
C -7.156 -0.642 -0.876 0.47
C -7.747 -1.485 0.442 -0.27
C -8.200 -0.767 1.857 -0.40
C -8.058 0.883 1.938 -0.35
C -7.454 1.726 0.648 -0.33
C -7.009 0.987 -0.786 -0.32
C -1.466 -3.223 -3.994 -0.35
Cl -0.462 -4.571 -4.821 -0.22
C -1.876 -2.175 -5.009 -0.01
C -1.477 -2.141 -6.589 -1.01
Cl -3.007 -0.722 -4.577 -0.16
C -1.189 -1.743 -1.950 -0.40
O -1.647 -0.530 -1.676 -0.59
N 0.265 -2.173 -2.036 -0.27
C 0.310 -3.177 -0.854 -0.53
O -0.040 -2.209 0.222 -0.05
C 1.050 -1.921 1.139 -0.62
C 2.077 -0.722 0.582 -0.08
N 3.014 -0.206 1.655 -0.30
C 3.987 0.694 0.923 -0.80
C 5.346 0.767 1.881 0.30
C 6.108 -0.701 1.625 -0.85
O 6.229 1.917 1.495 -0.53
P 2.095 -3.770 -1.080 0.18
O 2.369 -5.449 -0.752 -0.46
Cl 2.465 -3.605 -3.214 -0.22
H -3.682 -4.592 1.411 0.34
H -3.358 -5.817 -0.219 0.19
H -0.974 -4.376 1.193 0.19
H -1.496 -5.963 -2.536 0.34
H 0.354 -5.695 -2.370 0.40
H -3.905 -3.306 -3.540 0.29
H -3.941 -4.366 -2.018 0.27
H -4.421 -1.112 -2.199 0.17
H -4.498 -0.786 0.220 0.24
H -4.624 -2.623 0.645 0.08
H -2.954 -1.863 0.204 -0.07
H -7.743 -2.140 -2.484 0.33
H -6.393 -0.988 -3.111 0.29
H -7.810 -2.675 0.380 0.25
H -8.590 -1.440 2.746 0.29
H -8.381 1.376 2.967 0.27
H -7.334 2.899 0.733 0.28
H -6.561 1.602 -1.693 0.25
H -2.486 -2.326 -7.200 0.27
H -1.188 -1.009 -6.838 0.29
H -0.581 -2.782 -6.942 0.34
H 0.922 -1.356 -1.876 0.31
H 0.541 -1.408 2.093 0.31
H 1.623 -2.843 1.582 0.25
H 1.351 0.186 0.321 0.23
H 2.614 -1.009 -0.416 0.13
H 2.468 0.437 2.283 0.28
H 3.513 1.743 0.705 0.41
H 4.370 0.248 -0.111 0.22
H 4.952 0.845 2.983 0.22
H 5.300 -1.442 1.177 0.13
H 6.532 -1.159 2.614 0.29
H 6.909 -0.531 0.779 0.28
H 5.603 2.699 1.296 0.31
H 2.724 -5.860 -1.618 0.39
C 6.453 7.421 1.272 -1.37
C 4.939 7.255 1.393 -0.42
N 4.533 6.054 2.128 0.28
C 3.104 5.752 1.993 -0.57
C 2.112 6.753 2.579 -1.08
C 5.080 5.896 3.474 -0.72
C 4.799 7.005 4.484 -1.06
H 6.914 6.536 0.823 0.28
H 6.681 8.280 0.630 0.43
H 6.922 7.608 2.241 0.29
H 4.546 7.197 0.370 0.43
H 4.519 8.162 1.838 0.30
H 2.899 4.762 2.424 0.24
H 2.878 5.640 0.926 0.44
H 2.074 6.692 3.669 0.25
H 1.104 6.528 2.213 0.41
H 2.340 7.783 2.290 0.26
H 6.168 5.781 3.392 0.42
H 4.742 4.942 3.898 0.30
H 4.946 8.005 4.066 0.24
H 5.484 6.907 5.333 0.39
H 3.787 6.939 4.887 0.28

95
Properties=species:S:1:pos:R:3:mulliken_spin:R:1 method="wB97M-V/def2-TZVPD" energy_ha=-6829.8276 e_homo_ev="-10.4576 / -10.9954" orbital_gap_ev="6.67 / 6.51" total_charge=+1 spin_multiplicity=2
Cu -12.523 -6.709 12.792 0.39
C -15.886 -5.485 12.946 -0.01
P -14.276 -5.282 13.874 0.11
C -13.742 -3.668 13.211 0.00
N -14.643 -2.678 13.468 0.00
C -14.200 -1.431 12.969 0.00
C -14.993 -0.318 13.259 0.00
C -14.587 0.959 12.919 0.00
C -13.419 1.146 12.131 0.00
C -12.671 0.060 11.805 0.00
C -12.994 -1.260 12.222 0.00
N -12.094 -2.331 11.986 0.00
C -12.616 -3.490 12.365 -0.03
P -11.768 -4.909 11.671 0.13
C -9.985 -4.479 11.685 -0.01
C -12.375 -4.771 9.851 0.04
C -11.442 -3.783 9.160 0.01
C -12.346 -6.113 9.167 -0.01
C -13.823 -4.251 9.815 0.00
C -14.644 -4.920 15.741 0.03
C -15.977 -4.229 15.903 0.00
C -14.744 -6.236 16.519 0.01
C -13.507 -3.949 16.268 0.00
H -16.442 -4.565 13.008 0.00
H -16.531 -6.296 13.421 0.00
H -15.676 -5.844 11.930 0.00
H -15.946 -0.605 13.769 0.00
H -15.191 1.814 13.264 0.00
H -13.167 2.136 11.800 0.00
H -11.769 0.091 11.230 0.00
H -9.995 -3.384 11.670 0.00
H -9.452 -4.971 10.842 0.00
H -9.558 -4.852 12.645 0.00
H -10.413 -4.171 9.145 0.00
H -11.432 -2.817 9.671 0.00
H -11.823 -3.626 8.147 0.00
H -11.352 -6.567 9.134 0.00
H -12.721 -6.074 8.120 0.00
H -12.884 -6.842 9.774 0.01
H -13.974 -3.244 10.234 0.00
H -14.513 -4.972 10.303 0.00
H -14.144 -4.271 8.739 0.00
H -16.829 -4.836 15.611 0.00
H -16.034 -3.285 15.400 0.00
H -16.062 -4.016 17.006 0.00
H -15.673 -6.754 16.207 0.00
H -14.787 -6.022 17.584 0.00
H -13.894 -6.892 16.359 0.00
H -13.432 -2.996 15.731 0.00
H -12.502 -4.410 16.241 0.00
H -13.781 -3.713 17.282 0.00
Cl -10.224 -8.632 10.854 0.00
C -9.832 -8.253 12.497 -0.02
C -10.719 -7.528 13.316 0.24
C -10.369 -7.342 14.630 -0.08
Cl -11.444 -6.382 15.617 0.01
C -9.168 -7.941 15.184 0.02
Cl -8.944 -7.840 16.892 0.01
C -8.258 -8.579 14.360 -0.01
Cl -6.694 -9.090 14.949 0.00
C -8.693 -8.833 13.076 0.01
Cl -7.776 -10.032 12.160 0.00
C -14.741 -11.732 10.084 0.00
Si -16.125 -10.528 10.588 0.00
C -17.317 -11.329 11.853 0.00
C -17.011 -9.984 9.035 0.00
C -15.310 -8.975 11.350 0.01
Te -13.543 -9.141 12.671 0.10
C -14.683 -9.892 14.366 0.00
Si -13.634 -11.095 15.421 0.00
C -13.069 -12.654 14.458 0.00
C -14.681 -11.674 16.911 0.00
C -12.131 -10.147 16.102 0.00
H -15.141 -12.491 9.422 0.00
H -14.192 -12.229 10.899 0.00
H -13.998 -11.130 9.526 0.00
H -17.963 -12.094 11.413 0.00
H -17.929 -10.601 12.407 0.00
H -16.804 -11.859 12.672 0.00
H -17.983 -10.495 8.911 0.00
H -16.413 -10.206 8.148 0.00
H -17.232 -8.883 9.013 0.00
H -16.025 -8.476 12.059 0.00
H -14.939 -8.301 10.608 0.00
H -15.617 -10.385 14.023 0.00
H -14.913 -9.014 14.967 0.00
H -13.962 -13.223 14.199 0.00
H -12.388 -13.312 15.026 0.00
H -12.544 -12.339 13.547 0.00
H -15.537 -12.324 16.603 0.00
H -15.047 -10.793 17.440 0.00
H -13.967 -12.233 17.584 0.00
H -11.259 -10.308 15.480 0.00
H -11.900 -10.538 17.098 0.00
H -12.297 -9.094 16.139 0.00